Record 1
{"formula": "C12H10Br2O", "method": "the ωB97M-V functional and the def2-TZVPD basis", "symbols": ["Br", "Br", "O", "C", "C", "C", "C", "C", "C", "C", "C", "C", "C", "C", "C", "H", "H", "H", "H", "H", "H", "H", "H", "H", "H"], "positions_angstrom": [[2.551, 1.151, 2.016], [-0.759, 1.202, -3.615], [-0.896, 0.880, 2.288], [-1.660, -1.189, -0.609], [1.597, 1.166, 0.393], [0.077, 2.266, -1.117], [-0.075, -1.323, 1.676], [-0.086, -2.383, 0.769], [1.009, 0.097, -1.684], [-0.877, -2.321, -0.377], [-1.655, -0.127, 0.292], [0.195, 1.187, -1.992], [-0.861, -0.195, 1.436], [1.715, 0.087, -0.481], [0.784, 2.255, 0.085], [-2.266, 0.770, 0.122], [-2.288, -1.129, -1.508], [-0.885, -3.156, -1.090], [0.701, 3.098, 0.785], [1.091, -0.745, -2.383], [-0.291, 0.696, 3.047], [2.360, -0.764, -0.225], [-0.567, 3.117, -1.373], [0.535, -3.267, 0.965], [0.549, -1.374, 2.578]], "gap_ha": 0.3391, "e_tot_ha": -5686.54410, "homo_energy_ev": -8.6, "e_lumo_ev": 0.60, "smiles": "Brc1ccc(Br)cc1.Oc1ccccc1"}

---

Record 2
{"formula": "C4H12N3", "method": "the ωB97M-V functional and the def2-TZVPD basis", "symbols": ["N", "N", "N", "C", "C", "C", "C", "H", "H", "H", "H", "H", "H", "H", "H", "H", "H", "H", "H"], "positions_angstrom": [[-1.763, -0.912, -0.441], [0.655, -0.742, 0.412], [-2.826, -0.815, 0.616], [1.636, -0.079, -0.485], [-2.535, 1.502, -0.385], [-2.490, 0.234, -0.138], [2.885, 0.417, 0.156], [1.094, 0.867, -1.062], [3.274, -0.431, 0.854], [1.179, -1.654, 0.776], [-0.615, -0.924, -0.006], [0.543, -0.203, 1.302], [-2.536, -0.860, 1.638], [-2.008, -1.525, -1.268], [2.775, 1.357, 0.721], [1.985, -0.938, -1.123], [3.542, 0.633, -0.756], [-3.092, 2.156, 0.279], [-1.703, 1.916, -1.090]], "gap_ha": [0.2373, 0.3030], "e_tot_ha": -323.31261, "charge": 1, "homo_energy_ev": [-9.4, -14.9], "e_lumo_ev": [-2.93, -6.69], "multiplicity": 3}

---

Record 3
{"formula": "C4H13N2O", "method": "the ωB97M-V functional and the def2-TZVPD basis", "symbols": ["O", "N", "N", "C", "C", "C", "C", "H", "H", "H", "H", "H", "H", "H", "H", "H", "H", "H", "H", "H"], "positions_angstrom": [[-1.820, -0.457, 2.117], [2.792, -0.367, 0.792], [-2.448, 0.439, 0.028], [-1.437, 0.005, -0.644], [2.110, -0.877, -0.438], [-0.026, 0.380, -0.064], [1.122, 0.082, -0.889], [-1.442, -0.980, -1.118], [-0.035, 1.427, 0.247], [3.231, 0.536, 0.647], [-2.918, 1.265, -0.308], [-2.391, -0.030, 1.167], [-1.476, 0.932, -1.697], [0.047, -0.162, 0.877], [-2.285, -1.005, 2.758], [1.681, -1.799, -0.032], [1.488, 0.694, -1.718], [2.943, -1.179, -1.067], [-1.328, 1.474, -2.257], [2.193, -0.375, 1.601]], "gap_ha": 0.2197, "e_tot_ha": -344.39469, "charge": 1, "homo_energy_ev": -13.2, "e_lumo_ev": -7.26}

---

In the order shown, the computed energy above the lowest of the compared OMol25 structures with the same formula, charge and spin values come out to 7.5; 467.2; 977.1 kJ/mol.
In the order shown, the computed maximum force values come out to 1.2; 11.5; 4.2 eV/A.